{
  "formula": "C15H30LuN3O",
  "method": "ωB97M-V/def2-TZVPD",
  "e_tot_ha": -2062.9465,
  "total_charge": 3,
  "molar_mass_g_mol": 443.39,
  "gap_ha": [0.0892, 0.1355],
  "lumo_energy_ev": [-13.42, -12.16],
  "s_squared": 1.765,
  "spin_multiplicity": 2,
  "symbols": ["Lu", "O", "N", "N", "N", "C", "C", "C", "C", "C", "C", "C", "C", "C", "C", "C", "C", "C", "C", "C", "H", "H", "H", "H", "H", "H", "H", "H", "H", "H", "H", "H", "H", "H", "H", "H", "H", "H", "H", "H", "H", "H", "H", "H", "H", "H", "H", "H", "H", "H"],
  "coordinates": [[-0.119, -5.411, -0.413], [-2.003, -2.262, 1.897], [-2.054, -1.364, 0.899], [-0.055, 4.120, -2.358], [1.912, 0.888, 0.788], [0.560, 0.417, 0.319], [-2.629, -0.006, 2.946], [1.131, 1.759, -2.038], [3.737, -0.565, -0.572], [0.071, 1.487, -0.819], [2.888, -0.059, 0.732], [-2.996, 1.078, 0.586], [0.422, -1.158, -0.067], [-1.011, -3.354, -0.252], [3.230, -0.843, 2.169], [-1.965, 0.046, 1.407], [-1.155, -1.684, -0.257], [-1.773, -1.343, -1.749], [1.273, 3.398, -2.338], [-0.464, 0.652, 1.621], [-3.684, -0.539, 2.956], [0.041, 0.042, 2.511], [-2.857, 1.136, 3.206], [2.223, 1.387, -1.849], [-2.883, -0.938, -1.725], [0.664, 1.318, -3.041], [-1.877, -0.412, 3.746], [3.193, -1.469, -1.126], [-0.969, 1.276, -1.306], [-0.481, -3.644, -1.282], [0.843, -1.905, 0.763], [2.382, -1.652, 2.398], [-2.987, 0.907, -0.571], [-0.840, 3.476, -2.598], [4.045, 0.288, -1.325], [-0.047, 2.531, -0.251], [-1.824, -2.341, -2.403], [-0.413, 1.800, 1.868], [1.960, 3.936, -1.523], [3.139, -0.028, 3.004], [-4.119, 0.948, 0.966], [-2.672, 2.164, 0.877], [-1.039, -0.629, -2.362], [-2.057, -3.892, -0.175], [4.754, -1.024, -0.165], [4.310, -1.296, 2.178], [0.957, -1.459, -1.085], [-0.220, 4.449, -1.363], [1.763, 3.522, -3.415], [-0.304, -3.748, 0.591]],
  "atomic_forces_ev_per_a": [[0.011, -2.190, -0.184], [0.153, 0.961, -2.730], [2.135, -0.806, 1.717], [0.573, -0.981, 1.915], [1.644, -4.029, -1.181], [-2.849, 0.592, -0.010], [-0.208, 1.579, -0.148], [-0.335, 0.917, -0.751], [1.076, -0.097, 0.376], [0.723, 1.502, -0.333], [-0.181, -0.493, 0.905], [-0.056, -0.215, 0.316], [-0.142, -1.381, -0.463], [-0.446, 0.820, -0.357], [-0.281, 1.067, -0.018], [-2.289, 2.394, 1.935], [0.708, -0.935, -1.277], [0.057, -0.291, -0.967], [0.378, -0.096, -0.448], [1.437, -1.049, 0.229], [2.448, 0.879, -0.083], [-1.185, 1.365, -1.694], [0.601, -2.470, -0.485], [-2.179, 0.324, -0.346], [2.497, -0.740, 0.145], [1.308, 0.650, 2.133], [-1.642, 0.575, -1.636], [0.854, 2.191, 1.265], [1.939, 0.008, 1.383], [-0.788, 1.193, 0.723], [-0.636, 2.021, -1.438], [1.865, 1.754, -0.727], [0.058, 0.556, 2.240], [0.883, 0.786, 0.089], [-1.061, -1.663, 1.558], [0.243, -2.397, -1.081], [0.059, 2.100, 1.423], [-0.514, -2.396, -0.414], [-1.414, -1.335, -1.860], [0.197, -1.567, -1.512], [2.598, 0.046, -0.799], [-0.613, -2.051, -0.815], [-1.795, -1.463, 1.535], [1.457, 0.794, -0.063], [-2.241, 1.027, -0.685], [-2.249, 0.828, -0.235], [-1.053, 0.901, 2.016], [-0.070, -0.339, -1.774], [-0.854, -0.364, 2.457], [-0.820, 1.520, 0.152]]
}

---

{
  "formula": "C15H30N2NaO7P2SSb",
  "method": "ωB97M-V/def2-TZVPD",
  "e_tot_ha": -2709.3129,
  "de_lowest_ev": 0.000,
  "total_charge": 0,
  "molar_mass_g_mol": 589.18,
  "gap_ha": 0.3115,
  "lumo_energy_ev": 0.19,
  "spin_multiplicity": 1,
  "symbols": ["Sb", "S", "P", "P", "Na", "O", "O", "O", "O", "O", "O", "O", "N", "N", "C", "C", "C", "C", "C", "C", "C", "C", "C", "C", "C", "C", "C", "C", "C", "H", "H", "H", "H", "H", "H", "H", "H", "H", "H", "H", "H", "H", "H", "H", "H", "H", "H", "H", "H", "H", "H", "H", "H", "H", "H", "H", "H", "H", "H"],
  "coordinates": [[-0.390, 2.183, -1.025], [-0.198, 0.040, 2.870], [1.416, -3.024, -1.649], [-1.478, -1.950, -2.031], [0.570, -0.587, 0.171], [2.411, -2.145, 0.050], [-0.378, -3.717, -3.583], [1.372, -1.448, -2.240], [-2.935, -2.420, -2.466], [1.092, -2.851, -0.074], [-1.096, -0.947, -3.198], [-1.491, -1.386, -0.666], [1.282, -2.194, 3.079], [-0.793, -2.432, 2.169], [2.281, -0.880, 4.877], [2.403, -1.540, 3.663], [0.124, -1.604, 2.719], [3.397, -0.287, 5.444], [-0.613, 5.338, -0.913], [-0.372, -3.384, -2.187], [4.745, -1.041, 3.605], [-3.254, 3.084, -0.022], [-2.403, 1.857, -0.321], [-0.782, 2.713, -3.084], [4.631, -0.368, 4.812], [3.630, -1.624, 3.021], [-2.174, 3.239, -3.413], [-0.912, -4.543, -1.349], [-0.016, 4.137, -0.187], [-1.702, 5.305, -0.918], [-2.377, 4.188, -2.916], [-2.947, 2.533, -3.109], [-3.458, 3.668, -0.920], [-0.125, -0.857, -3.238], [1.069, 4.229, -0.126], [-0.184, -5.358, -1.319], [-4.216, 2.792, 0.405], [-0.374, 4.086, 0.844], [1.318, -0.828, 5.366], [1.495, -3.068, 2.618], [-2.286, 1.240, 0.571], [-0.584, 1.803, -3.655], [5.501, 0.091, 5.263], [-0.315, 6.271, -0.430], [-1.112, -4.227, -0.326], [-1.836, -4.921, -1.786], [-0.010, 3.431, -3.369], [-1.533, -1.988, 1.645], [3.303, 0.234, 6.388], [2.240, -1.056, -2.077], [-0.279, 5.388, -1.951], [-2.981, -2.652, -3.403], [-2.769, 3.745, 0.699], [-2.877, 1.213, -1.065], [0.350, -4.330, -3.751], [-0.482, -3.323, 1.813], [3.685, -2.122, 2.060], [-2.285, 3.400, -4.488], [5.704, -1.105, 3.107]],
  "atomic_forces_ev_per_a": [[-0.073, -0.003, -0.002], [0.000, 0.072, 0.006], [0.023, -0.063, -0.020], [-0.088, -0.050, 0.012], [0.110, -0.009, 0.040], [-0.040, 0.019, 0.017], [0.029, -0.011, 0.019], [0.001, 0.053, -0.003], [0.025, 0.033, -0.003], [0.011, -0.014, -0.012], [0.005, 0.008, -0.040], [0.036, -0.011, -0.008], [0.011, -0.039, -0.008], [0.032, 0.025, 0.056], [-0.006, -0.004, 0.008], [0.013, 0.028, 0.017], [-0.084, -0.049, -0.051], [0.001, -0.007, -0.012], [0.009, -0.007, -0.001], [-0.076, 0.022, -0.001], [0.001, 0.000, 0.001], [0.012, 0.022, -0.002], [-0.001, -0.005, -0.014], [0.022, -0.015, 0.006], [0.000, 0.008, 0.006], [-0.005, -0.001, -0.010], [-0.004, -0.005, 0.009], [0.037, 0.006, 0.003], [0.003, 0.001, 0.001], [-0.013, 0.002, -0.002], [0.009, 0.001, -0.006], [0.001, 0.006, -0.003], [-0.008, -0.004, 0.018], [0.010, 0.009, 0.025], [0.001, 0.003, -0.008], [-0.002, -0.002, 0.001], [-0.004, -0.007, 0.000], [0.000, -0.006, -0.001], [-0.003, -0.003, -0.006], [-0.003, 0.003, -0.005], [0.003, 0.003, 0.010], [-0.001, 0.012, 0.006], [0.001, -0.001, 0.000], [0.002, 0.002, -0.005], [0.004, -0.002, 0.002], [-0.001, 0.004, -0.009], [-0.004, 0.004, 0.005], [-0.004, -0.006, -0.004], [0.003, 0.002, 0.000], [0.003, -0.015, -0.018], [-0.001, -0.002, 0.001], [0.003, -0.007, 0.004], [-0.004, -0.001, 0.007], [0.007, 0.001, -0.006], [-0.009, -0.001, -0.014], [-0.002, 0.000, -0.005], [0.003, 0.000, 0.000], [0.005, -0.001, -0.001], [0.001, 0.000, 0.000]]
}

---

{
  "formula": "C15H30N5O2ReSi",
  "method": "ωB97M-V/def2-TZVPD",
  "e_tot_ha": -1380.4253,
  "de_lowest_ev": 0.000,
  "total_charge": 3,
  "molar_mass_g_mol": 526.73,
  "gap_ha": [0.2602, 0.2758],
  "lumo_energy_ev": [-11.65, -11.42],
  "s_squared": 0.758,
  "spin_multiplicity": 2,
  "symbols": ["Re", "Si", "O", "O", "N", "N", "N", "N", "N", "C", "C", "C", "C", "C", "C", "C", "C", "C", "C", "C", "C", "C", "C", "C", "H", "H", "H", "H", "H", "H", "H", "H", "H", "H", "H", "H", "H", "H", "H", "H", "H", "H", "H", "H", "H", "H", "H", "H", "H", "H", "H", "H", "H", "H"],
  "coordinates": [[0.376, -0.220, -0.399], [-2.078, 1.479, 1.437], [0.659, -0.470, -2.353], [1.963, 1.194, -0.789], [-1.252, -1.506, -0.299], [-3.090, -2.218, -0.961], [-2.863, -2.948, 0.122], [-4.229, -2.347, -1.633], [-2.183, -1.362, -1.273], [-1.235, 0.931, 2.991], [-1.702, -2.471, 0.521], [3.350, -0.038, 1.972], [2.383, 2.364, -0.013], [-2.438, 3.273, 1.329], [0.493, -1.813, -2.968], [3.427, -1.771, 0.265], [1.879, 0.182, -2.896], [1.990, 1.493, -2.208], [1.993, -0.267, 2.149], [1.328, -1.272, 1.403], [4.060, -0.784, 1.040], [-0.783, 1.296, -0.068], [-3.599, 0.490, 1.118], [2.095, -2.046, 0.475], [-1.584, 3.902, 1.586], [1.154, 2.157, -2.442], [-4.773, -3.165, -1.402], [2.923, 1.988, -2.480], [-0.131, 2.175, 0.001], [1.828, 3.235, -0.363], [-1.197, -2.847, 1.396], [3.863, 0.694, 2.582], [-3.242, 3.508, 2.032], [0.461, -1.732, 1.862], [-4.285, -1.886, -2.527], [2.725, -0.474, -2.695], [-0.457, 1.625, 3.318], [-4.384, 0.901, 1.759], [-1.384, 1.331, -0.999], [0.409, -1.665, -4.041], [-0.421, -2.237, -2.576], [1.638, -2.904, -0.011], [4.008, -2.366, -0.429], [5.127, -0.625, 0.929], [-3.504, -0.566, 1.375], [1.443, 0.274, 2.909], [1.364, -2.420, -2.730], [-2.777, 3.543, 0.326], [-0.804, -0.068, 2.889], [1.761, 0.308, -3.972], [2.167, 2.175, 1.028], [3.449, 2.513, -0.168], [-1.971, 0.877, 3.797], [-3.947, 0.580, 0.086]],
  "atomic_forces_ev_per_a": [[0.005, 0.408, 0.084], [-0.242, 0.030, 0.165], [0.667, -0.649, -0.162], [0.320, 0.119, 0.076], [-0.116, -0.233, -0.083], [-0.228, -0.210, -0.094], [0.124, 0.184, -0.062], [-0.136, 0.203, 0.137], [0.140, 0.000, 0.221], [0.239, -0.006, 0.071], [0.035, -0.082, 0.066], [-0.007, 0.062, -0.046], [-0.097, 0.001, -0.146], [0.108, 0.313, 0.012], [-0.150, 0.065, -0.285], [0.043, 0.081, -0.004], [-0.008, 0.079, -0.380], [-0.045, 0.129, 0.107], [0.021, -0.016, -0.040], [0.016, -0.167, 0.174], [0.029, -0.031, -0.044], [0.388, 0.265, 0.095], [-0.021, -0.289, -0.304], [-0.149, -0.156, -0.009], [-0.032, 0.004, -0.012], [0.001, 0.012, -0.028], [0.020, -0.076, -0.040], [0.040, -0.033, 0.083], [-0.231, 0.144, -0.013], [0.017, 0.018, -0.002], [-0.035, -0.004, -0.004], [-0.012, -0.008, 0.000], [-0.001, 0.037, -0.032], [-0.030, 0.057, 0.000], [0.044, -0.069, -0.076], [-0.022, -0.038, 0.064], [-0.026, -0.028, -0.006], [-0.017, -0.014, 0.008], [-0.257, -0.141, 0.144], [0.001, 0.029, -0.012], [0.013, 0.016, -0.011], [-0.011, 0.020, -0.002], [0.003, -0.002, 0.021], [-0.024, -0.006, -0.004], [-0.048, -0.002, 0.031], [0.006, -0.001, 0.006], [0.035, 0.040, 0.036], [-0.062, 0.057, 0.043], [-0.070, -0.026, 0.100], [-0.153, -0.071, 0.019], [-0.028, -0.043, 0.086], [0.013, -0.015, 0.002], [-0.009, 0.020, -0.004], [-0.061, 0.025, 0.056]]
}